1.
The molecule CH4N2O at a distorted geometry, computed with ωB97M-V/def2-TZVPD.

Positions of all 8 atoms, in Å:
N (-0.29, 0.79, 1.07)
C (0.41, -0.18, 0.21)
N (-0.20, -0.83, -0.92)
O (1.63, 0.01, 0.05)
H (0.28, 1.62, 1.19)
H (-1.28, 0.65, 1.27)
H (0.53, -1.25, -1.55)
H (-1.09, -0.80, -1.33)

Computed properties:
Net charge   0
SMILES string   NC(N)=O
Energy   -225.243374 a.u.
Energy relative to the best compared isomer or geometry (same formula, charge and spin)   30.5 kcal/mol

---

2.
The molecule C25H30N2O2, computed with ωB97M-V/def2-TZVPD.

Positions of all 59 atoms, in Å:
O (4.27, 0.47, 2.43)
C (3.24, 0.75, 1.85)
N (2.17, -0.07, 1.81)
C (2.07, -1.28, 2.60)
C (1.21, -1.03, 3.84)
C (1.08, -2.31, 4.67)
C (0.49, -3.44, 3.83)
C (1.35, -3.68, 2.59)
C (1.47, -2.41, 1.76)
C (3.10, 2.08, 1.11)
C (2.44, 1.98, -0.29)
C (1.08, 2.68, -0.33)
N (0.30, 2.31, 0.83)
C (-0.67, 1.37, 0.83)
O (-1.10, 0.87, 1.86)
C (-1.21, 0.98, -0.51)
C (-1.04, -0.31, -0.99)
C (-1.60, -0.69, -2.20)
C (-2.36, 0.21, -2.94)
C (-2.96, -0.20, -4.22)
C (-2.24, -0.98, -5.13)
C (-2.80, -1.36, -6.33)
C (-4.09, -0.97, -6.65)
C (-4.82, -0.20, -5.75)
C (-4.25, 0.18, -4.55)
C (-2.54, 1.50, -2.45)
C (-1.97, 1.88, -1.25)
C (0.85, 2.75, 2.11)
C (2.34, 3.07, 2.00)
H (1.31, 0.25, 1.40)
H (3.09, -1.54, 2.90)
H (1.66, -0.24, 4.44)
H (0.21, -0.70, 3.52)
H (2.07, -2.60, 5.03)
H (0.45, -2.12, 5.54)
H (-0.52, -3.16, 3.52)
H (0.43, -4.35, 4.42)
H (2.35, -4.00, 2.90)
H (0.92, -4.48, 1.98)
H (2.08, -2.58, 0.88)
H (0.47, -2.10, 1.44)
H (4.12, 2.45, 1.00)
H (2.31, 0.93, -0.56)
H (3.09, 2.43, -1.04)
H (1.21, 3.77, -0.32)
H (0.54, 2.41, -1.23)
H (-0.47, -1.03, -0.41)
H (-1.47, -1.70, -2.55)
H (-1.22, -1.27, -4.89)
H (-2.23, -1.96, -7.03)
H (-4.54, -1.27, -7.59)
H (-5.83, 0.10, -5.99)
H (-4.83, 0.77, -3.85)
H (-3.11, 2.21, -3.02)
H (-2.12, 2.88, -0.88)
H (0.30, 3.65, 2.44)
H (0.66, 1.97, 2.84)
H (2.77, 3.06, 3.00)
H (2.47, 4.08, 1.59)

Computed properties:
Net charge   0
SMILES string   O=C(NC1CCCCC1)C1CCN(C(=O)c2ccc(-c3ccccc3)cc2)CC1
Energy   -1230.704599 a.u.
Energy relative to the best compared isomer or geometry (same formula, charge and spin)   0.0 kcal/mol

---

- Which value of energy relative to the best compared isomer or geometry (same formula, charge and spin) does entry 1 give?
  30.5 kcal/mol

---

- Which value of net charge does entry 1 give?
  0

---

- Look up the net charge of the second one.
  0

---

- Which of these has the lowest energy relative to the best compared isomer or geometry (same formula, charge and spin)?
  C25H30N2O2